Entry 1:
50
Properties=species:S:1:pos:R:3:nbo_charge:R:1 method="wB97M-V/def2-TZVPD" gap_ev="1.47 / 5.17" total_charge=-2 total_energy_ev=-29987.7414 spin_multiplicity=3 homo_energy_ev="3.04 / -0.77" s2=2.02
Au 0.2293 -0.2033 0.2787 1.132
C -1.1884 -1.5443 1.5772 -0.353
C -1.8550 -0.9203 0.4263 -0.446
C -2.0048 -1.9678 -0.5662 -0.353
H -2.3463 0.0478 0.4430 0.243
C -1.4291 -3.1509 -0.0654 -0.301
C -0.9238 -2.9079 1.2310 -0.355
H -0.4587 -3.6598 1.8649 0.191
H -1.0994 -1.1013 2.5680 0.239
H -2.5727 -1.8947 -1.4862 0.176
H -1.4352 -4.1218 -0.5588 0.180
C 2.4624 0.1213 0.2707 -0.377
C 2.7737 -1.1781 0.8163 -0.362
C 2.5637 -2.1447 -0.1943 -0.306
H 3.1246 -1.3944 1.8281 0.204
C 2.1269 -1.5011 -1.3758 -0.362
C 2.0257 -0.0873 -1.1121 -0.424
H 1.8302 0.6948 -1.8389 0.228
H 2.6228 1.0883 0.7349 0.240
H 2.7617 -3.2118 -0.1007 0.190
H 2.0030 -1.9795 -2.3443 0.185
O -0.4924 0.0958 -2.5161 -0.529
C -0.5339 -0.4904 -3.8500 0.269
C -1.7483 0.3719 -4.2596 -0.481
C -0.7992 -1.9709 -3.7723 -0.630
C 0.7069 -0.1664 -4.6476 -0.636
C -1.6621 0.9124 -2.8255 -0.071
H -2.6604 -0.1824 -4.4914 0.198
H -1.5062 1.1154 -5.0226 0.191
H -1.4178 1.9841 -2.7561 0.177
H -2.5097 0.6348 -2.1785 0.187
H -0.7926 -2.3848 -4.7879 0.182
H -1.7706 -2.1560 -3.2998 0.221
H -0.0104 -2.4689 -3.1936 0.241
H 0.4918 -0.3903 -5.6977 0.190
H 1.5491 -0.7894 -4.3375 0.221
H 0.9744 0.8885 -4.5370 0.213
C -0.1862 1.3867 1.3235 -0.529
C -0.1804 2.1681 2.2713 -0.175
C 0.0208 2.7409 3.5481 -0.186
C 1.3450 2.9244 3.9926 -0.274
C 1.5839 3.0230 5.3598 -0.257
C 0.5115 3.0506 6.2623 -0.436
C -0.8072 2.9810 5.7923 -0.269
C -1.0658 2.8847 4.4242 -0.273
H 2.1521 2.8913 3.2526 0.190
H 2.6133 3.0485 5.7124 0.173
H 0.7087 3.1133 7.3329 0.166
H -1.6443 2.9690 6.4882 0.172
H -2.0809 2.8319 4.0167 0.187

Entry 2:
61
Properties=species:S:1:pos:R:3:nbo_charge:R:1 method="wB97M-V/def2-TZVPD" gap_ev=7.30 total_charge=0 total_energy_ev=-74586.8217 homo_energy_ev=-9.19
C -1.0050 -3.1129 9.2864 -0.624
C -0.0973 -1.9394 8.9602 0.253
C 1.2026 -2.0677 9.7558 -0.644
O 0.1920 -1.9817 7.5823 -0.732
B 0.4176 -0.5967 7.2103 0.933
C 2.0535 -0.3802 7.0261 -0.312
C 2.6516 0.8321 7.3357 -0.132
C 4.0225 0.9984 7.1304 -0.160
C 4.6534 2.3387 7.4024 0.978
F 5.8885 2.2137 7.9759 -0.325
F 4.8079 3.0447 6.2335 -0.331
F 3.8823 3.0948 8.2426 -0.328
C 4.8157 -0.0351 6.6512 -0.170
C 4.1974 -1.2498 6.3717 -0.166
C 5.0191 -2.3858 5.8226 0.978
F 4.4298 -3.5955 6.0755 -0.326
F 5.1611 -2.2673 4.4610 -0.330
F 6.2733 -2.4137 6.3665 -0.326
C 2.8288 -1.4265 6.5573 -0.117
C -0.2623 -0.3357 5.6879 -0.666
C -0.1131 1.0237 5.3329 0.209
C -1.0336 2.0940 5.6966 0.096
C -0.5927 3.5392 5.4821 -0.640
O -0.0779 0.3119 8.2226 -0.743
C -0.7741 -0.4822 9.1540 0.271
C -2.2546 -0.4830 8.7815 -0.640
C -0.6024 0.1214 10.5375 -0.631
H -1.2635 -3.1108 10.3505 0.206
H -1.9203 -3.0963 8.6859 0.215
H -0.4676 -4.0412 9.0689 0.219
H 0.9815 -2.2424 10.8128 0.210
H 1.7620 -2.9285 9.3768 0.222
H 1.8340 -1.1756 9.6576 0.220
H 2.0608 1.6665 7.7137 0.229
H 5.8862 0.0987 6.4967 0.243
H 2.3804 -2.3947 6.3175 0.234
H 0.3531 -0.9798 5.0618 0.275
H -1.2819 -0.7084 5.7438 0.292
H 0.7429 1.3335 4.7204 0.217
H -1.2270 1.9344 6.7530 0.225
H -1.2319 4.1765 6.0895 0.230
H 0.4525 3.7302 5.7086 0.221
H -0.7916 3.8282 4.4541 0.228
H -2.8353 -1.0084 9.5482 0.214
H -2.6113 0.5540 8.7346 0.214
H -2.4216 -0.9608 7.8053 0.207
H -1.1247 -0.4988 11.2739 0.209
H 0.4553 0.1977 10.8165 0.221
H -1.0474 1.1245 10.5593 0.215
Cl -2.4627 3.2644 1.9136 0.045
C -3.5176 1.9565 1.7298 0.173
N -3.2774 0.9505 2.5298 -0.442
F -2.3206 2.0458 5.1032 -0.347
C -4.2478 0.0869 2.7498 0.184
Cl -4.0398 -0.8221 4.1726 0.044
C -5.3065 -0.0721 1.8587 -0.284
C -5.4420 0.8271 0.8119 -0.145
C -4.5486 1.9246 0.7771 -0.275
H -5.9504 -0.9338 1.9963 0.237
H -6.1750 0.7106 0.0211 0.233
H -4.5553 2.7051 0.0373 0.235

Entry 3:
59
Properties=species:S:1:pos:R:3:nbo_charge:R:1 method="wB97M-V/def2-TZVPD" gap_ev="7.13 / 7.80" total_charge=+2 total_energy_ev=-279357.1515 spin_multiplicity=2 homo_energy_ev="-14.57 / -14.58" s2=0.78
V -0.4100 0.3057 0.5690 0.742
Se 1.8992 -0.0391 1.0885 -0.106
P 2.0326 2.1021 0.6038 1.101
Se -0.0929 2.6266 0.3259 -0.034
C 2.9375 2.4099 -0.8866 -0.394
C 3.8927 1.4941 -1.3266 -0.195
C 4.6361 1.7761 -2.4618 -0.180
C 4.4226 2.9604 -3.1514 -0.147
C 3.4698 3.8734 -2.7138 -0.188
C 2.7224 3.6029 -1.5821 -0.195
C 2.7462 2.9790 1.9837 -0.377
C 2.3410 4.2903 2.2421 -0.199
C 2.9610 5.0184 3.2458 -0.197
C 3.9876 4.4424 3.9834 -0.164
C 4.3962 3.1403 3.7237 -0.191
C 3.7767 2.4023 2.7263 -0.212
H 4.0569 0.5636 -0.7976 0.228
H 5.3774 1.0702 -2.8091 0.241
H 4.9982 3.1741 -4.0418 0.242
H 3.3086 4.7924 -3.2596 0.242
H 1.9780 4.3199 -1.2555 0.224
H 1.5445 4.7494 1.6680 0.228
H 2.6557 6.0370 3.4420 0.244
H 4.4753 5.0145 4.7613 0.244
H 5.2042 2.7033 4.2945 0.241
H 4.1101 1.3908 2.5267 0.231
Br -3.7786 2.4267 1.2268 0.159
C -3.8201 0.7609 0.3727 0.170
C -5.0427 0.1775 0.0517 -0.237
C -5.0489 -1.0449 -0.5895 -0.093
C -3.8419 -1.6763 -0.8961 -0.187
C -2.6984 -1.0098 -0.5577 0.095
N -2.6652 0.1983 0.0614 -0.505
C -1.2843 -1.4870 -0.6414 0.690
O -0.8334 -2.4559 -0.1160 -0.435
O -0.4745 -0.4225 -1.0579 -0.600
H -5.9626 0.6823 0.3069 0.266
H -5.9901 -1.5125 -0.8449 0.258
H -3.8037 -2.6419 -1.3791 0.266
C -0.7133 2.3892 4.2398 -0.414
N 0.1543 1.2178 4.4368 -0.381
C 1.3767 1.5034 5.2014 -0.415
C -0.0815 0.0483 3.8751 0.448
S -1.3192 -0.0956 2.6082 -0.039
N 0.4653 -1.0766 4.3205 -0.389
C 0.8515 -1.2654 5.7293 -0.413
C 0.4715 -2.3192 3.5319 -0.406
H -0.5509 3.0501 5.0875 0.234
H -1.7578 2.0938 4.2133 0.235
H -0.4496 2.9077 3.3209 0.219
H 1.7476 2.4650 4.8543 0.231
H 2.1309 0.7483 5.0003 0.224
H 1.1714 1.5638 6.2691 0.227
H 0.4417 -0.4698 6.3434 0.223
H 1.9326 -1.3168 5.8473 0.223
H 0.4149 -2.2084 6.0538 0.237
H 0.6620 -2.1128 2.4839 0.213
H -0.4770 -2.8456 3.6376 0.231
H 1.2748 -2.9422 3.9178 0.236

Entry 4:
62
Properties=species:S:1:pos:R:3:lowdin_spin:R:1 method="wB97M-V/def2-TZVPD" gap_ev="6.96 / 6.97" total_charge=0 total_energy_ev=-83866.5461 spin_multiplicity=2 homo_energy_ev="-7.70 / -7.70" s2=0.75
Ce 0.5622 0.1366 -0.1008 1.006
C 3.1043 -0.5516 3.2821 0.000
C 2.4201 0.3774 2.3293 -0.001
N 2.7212 0.3943 1.0626 -0.001
N 3.7770 -0.3146 0.6619 0.000
C 3.9499 -0.4568 -0.6490 0.000
N 5.1911 -0.8094 -1.0262 0.000
S 2.7498 -0.3517 -1.8733 -0.001
C 1.4266 1.3786 2.7427 0.000
C 1.2106 1.7260 4.0783 0.000
C 0.2367 2.6566 4.3901 0.000
C -0.4848 3.2499 3.3664 0.000
C -0.1790 2.8919 2.0654 0.000
N 0.7381 1.9841 1.7503 -0.001
H 3.0683 -1.5606 2.8690 0.000
H 2.6316 -0.5567 4.2612 0.000
H 4.1579 -0.2832 3.3830 0.000
H 5.9409 -0.7939 -0.3560 0.000
H 5.3852 -0.9194 -2.0036 0.000
H 1.7968 1.2646 4.8597 0.000
H 0.0285 2.9041 5.4229 0.000
H -1.2647 3.9689 3.5708 0.000
H -0.6940 3.3565 1.2317 0.000
C -3.5570 0.7654 -5.3879 0.000
Si -1.7089 0.3749 -5.3537 0.000
C -1.4359 -1.4893 -5.3158 0.000
C -0.8203 0.9950 -6.9065 0.000
C -1.0207 1.4888 -3.9612 0.000
C -0.7719 2.8257 -4.2139 0.000
C -0.2708 3.6732 -3.2255 0.000
C 0.0048 3.1361 -1.9945 0.000
N -0.2196 1.8510 -1.6886 0.000
C -0.7622 1.0413 -2.6397 0.000
S -1.1706 -0.5624 -2.1312 -0.003
H -4.0811 0.2057 -6.1654 0.000
H -3.7297 1.8294 -5.5634 0.000
H -4.0096 0.5090 -4.4278 0.000
H -1.6500 -1.9151 -6.3003 0.000
H -2.0763 -1.9742 -4.5833 0.000
H -0.4042 -1.7319 -5.0579 0.000
H -1.1433 0.4533 -7.7975 0.000
H 0.2572 0.8500 -6.8031 0.000
H -0.9957 2.0576 -7.0879 0.000
H -0.9724 3.2300 -5.2002 0.000
H -0.0832 4.7190 -3.4227 0.000
H 0.4118 3.7420 -1.1912 0.000
O 0.4434 -1.7716 1.0440 -0.002
C -0.4417 -1.2571 1.7817 0.001
O -1.0194 -0.1773 1.4915 0.001
C -0.8093 -1.9850 3.0491 0.001
C -0.6899 -1.3444 4.2751 0.000
C -0.9528 -2.0261 5.4536 0.000
C -1.3762 -3.3428 5.4125 0.000
C -1.5387 -3.9534 4.1804 0.000
C -1.2439 -3.2995 2.9957 0.000
N -2.0323 -5.3332 4.1265 0.000
O -2.1508 -5.9310 5.1798 0.000
O -2.2921 -5.7964 3.0332 0.000
H -0.3924 -0.3110 4.3064 0.000
H -0.8346 -1.5299 6.4077 0.000
H -1.5805 -3.8996 6.3149 0.000
H -1.3535 -3.8078 2.0486 0.000

Entry 5:
59
Properties=species:S:1:pos:R:3:nbo_charge:R:1 method="wB97M-V/def2-TZVPD" gap_ev="8.37 / 6.13" total_charge=+1 total_energy_ev=-182638.5849 spin_multiplicity=6 homo_energy_ev="-10.90 / -11.15" s2=8.79
Fe -2.4255 0.3607 -0.0371 1.471
Cl -1.1454 4.9085 -4.4780 0.142
C -1.9758 4.0154 -3.3188 -0.026
C -3.0254 4.6186 -2.5183 -0.049
Cl -3.7440 6.1004 -3.0218 0.114
C -3.3884 3.9504 -1.3489 -0.152
Cl -4.5334 4.6683 -0.2538 0.083
C -2.8070 2.7198 -1.0570 0.384
O -2.9856 2.2082 0.1056 -0.695
C -1.8928 1.9772 -1.9645 0.309
O -1.5509 0.7643 -1.7238 -0.735
C -1.5352 2.6882 -3.0992 -0.180
Cl -0.7122 1.8601 -4.3325 0.077
C -5.2306 -3.0973 0.0253 -0.773
C -4.2831 -2.0542 0.0209 0.526
N -3.6656 -1.0412 -0.1046 -0.558
H -6.2068 -2.7201 0.3963 0.298
H -4.8569 -3.9754 0.5742 0.290
H -5.4563 -3.4797 -1.0101 0.300
C 1.1429 3.6367 3.7751 -0.630
C 1.7302 2.3098 3.3445 -0.410
C 2.1136 2.3130 1.8464 -0.405
C 0.9610 2.3154 0.8570 -0.229
N 0.7516 1.0231 0.2176 -0.384
C 0.0010 -0.0536 0.7750 0.238
Se -1.1632 0.1397 2.2823 -0.213
N 0.4939 -1.2205 0.2316 -0.391
C 0.2496 -2.6070 0.6402 -0.221
C 1.4700 -3.4688 0.9446 -0.414
C 1.2606 -5.0303 1.1759 -0.404
C 1.4160 -5.8678 -0.0860 -0.613
C 1.4894 -0.8777 -0.7518 0.151
C 2.3024 -1.6184 -1.5892 -0.226
C 3.3061 -1.0024 -2.3351 -0.203
C 3.4116 0.4145 -2.3489 -0.195
C 2.5901 1.1883 -1.5182 -0.175
C 1.6627 0.4721 -0.7211 0.100
H 1.5294 4.0378 4.7053 0.229
H 0.0604 3.6483 3.8832 0.218
H 1.4294 4.4473 3.0470 0.203
H 1.1267 1.4338 3.4464 0.211
H 2.6427 2.0025 3.9519 0.217
H 2.7039 1.4189 1.5850 0.211
H 2.7053 3.1594 1.5341 0.210
H 1.1766 3.0965 0.0959 0.217
H 0.0005 2.5738 1.3033 0.240
H -0.2795 -3.1219 -0.1408 0.199
H -0.3639 -2.5510 1.5353 0.237
H 1.9851 -3.0294 1.8330 0.216
H 2.2073 -3.2883 0.1682 0.208
H 0.3150 -5.2204 1.7687 0.207
H 1.9580 -5.3680 1.9496 0.226
H 0.9676 -5.4089 -0.8922 0.195
H 0.9333 -6.9167 0.1150 0.219
H 2.4296 -6.1537 -0.3399 0.221
H 2.1927 -2.7348 -1.5747 0.226
H 3.8331 -1.6280 -3.0274 0.233
H 4.0842 0.8173 -3.0990 0.234
H 2.5939 2.2471 -1.4416 0.222

Entry 6:
108
Properties=species:S:1:pos:R:3:lowdin_charge:R:1 method="wB97M-V/def2-TZVPD" gap_ev=9.72 total_charge=0 total_energy_ev=-692791.6294 homo_energy_ev=-9.84
C 0.3149 1.6484 -1.2012 -0.064
C -0.0978 2.1134 0.1723 -0.385
F -0.5684 1.0421 0.9315 -0.024
C 1.0287 2.7487 0.9542 -0.063
C 0.6370 2.9553 2.4112 -0.235
O -0.7727 3.1663 2.5725 -0.149
S -1.2842 2.8368 4.0326 0.581
O -2.4281 1.9880 3.8922 -0.267
O -1.3627 4.0023 4.8574 -0.217
O 0.0029 2.0571 4.4882 -0.160
C 1.0758 1.9666 3.4912 -0.084
C 1.2083 0.4538 3.2285 -0.533
F 2.0870 -0.0264 4.1611 0.128
F 0.0622 -0.2044 3.3757 0.158
F 1.7266 0.1836 2.0102 0.149
H 1.0019 0.8071 -1.1477 0.066
H 0.7891 2.4786 -1.7274 0.094
H -0.5563 1.3751 -1.7914 0.028
H -0.9100 2.8373 0.0543 0.150
H 1.2529 3.7212 0.5197 0.137
H 1.9289 2.1457 0.8740 0.129
H 1.0934 3.9036 2.7048 0.162
H 1.9614 2.3171 4.0088 0.174
C 1.6846 -2.2022 -3.4709 -1.569
Cl 1.2086 -3.2599 -2.1523 0.530
Cl 0.6656 -0.7681 -3.5499 0.545
Cl 3.3920 -1.7684 -3.3384 0.511
H 1.5535 -2.7525 -4.3935 -0.043
C -2.2864 5.3159 8.2122 -1.510
Cl -2.3696 4.5375 9.7956 0.568
Cl -3.8942 5.7305 7.6254 0.542
Cl -1.2660 6.7550 8.2738 0.556
H -1.8396 4.6189 7.5184 -0.004
C -1.2408 -1.4614 -7.1650 -1.521
Cl -1.5546 0.0415 -6.2994 0.504
Cl -1.4790 -1.2708 -8.8974 0.530
Cl 0.3924 -2.0543 -6.8205 0.527
H -1.9446 -2.1974 -6.8005 0.016
C -1.3633 -1.8548 6.5596 -1.386
Cl -1.9194 -2.0229 8.2238 0.538
Cl -1.8325 -3.2576 5.5962 0.606
Cl -1.9704 -0.3703 5.8351 0.687
H -0.2825 -1.8072 6.5679 0.028
C 2.4262 -0.7048 -11.4768 -1.561
Cl 1.7244 -0.8091 -9.8639 0.496
Cl 1.3984 -1.5391 -12.6409 0.508
Cl 2.6798 0.9766 -11.9552 0.530
H 3.3886 -1.1940 -11.4530 -0.036
C 3.2174 -5.1199 -11.6495 -1.556
Cl 3.2053 -5.2163 -9.8905 0.530
Cl 1.5809 -5.0504 -12.2972 0.526
Cl 4.1864 -3.7462 -12.2006 0.538
H 3.6892 -6.0187 -12.0302 -0.091
C 2.8925 -7.2593 -3.4181 -1.573
Cl 2.1624 -7.4046 -1.8193 0.531
Cl 1.9456 -8.1222 -4.6290 0.534
Cl 3.1026 -5.5679 -3.8683 0.510
H 3.8753 -7.7091 -3.3735 -0.098
C -3.7450 9.5358 7.6351 -1.583
Cl -3.7365 9.7760 9.3806 0.515
Cl -5.3875 9.3150 7.0321 0.521
Cl -2.9442 10.8730 6.8077 0.526
H -3.1901 8.6309 7.4242 -0.063
C -4.8163 3.9380 3.5005 -1.541
Cl -6.4328 3.2764 3.7250 0.548
Cl -4.4262 4.0701 1.7801 0.551
Cl -4.6415 5.4938 4.3078 0.531
H -4.1087 3.2507 3.9455 -0.036
C -4.1274 0.6409 0.4220 -1.566
Cl -4.5055 -0.6908 1.5033 0.545
Cl -2.9969 0.1389 -0.8331 0.566
Cl -5.5858 1.3464 -0.2782 0.522
H -3.6371 1.4030 1.0147 -0.035
C -4.1870 -1.6501 6.4249 -1.645
Cl -4.3511 -1.2609 8.1364 0.471
Cl -4.7481 -3.2925 6.0905 0.512
Cl -5.0400 -0.4811 5.4214 0.548
H -3.1342 -1.5994 6.1718 -0.258
C -1.4372 6.7783 12.6058 -1.574
Cl -1.7916 5.7238 13.9748 0.525
Cl -2.4128 8.2441 12.6682 0.520
Cl 0.2828 7.1620 12.5332 0.521
H -1.6987 6.2458 11.7023 -0.070
C 7.1845 -8.3756 -3.5856 -1.535
Cl 5.8649 -8.9404 -2.5567 0.567
Cl 7.9408 -9.7149 -4.4390 0.541
Cl 6.5937 -7.1489 -4.7077 0.538
H 7.9272 -7.9151 -2.9485 0.013
C 6.5524 -8.1381 -11.7678 -1.538
Cl 6.5223 -8.2969 -10.0167 0.537
Cl 4.9088 -8.0708 -12.4216 0.567
Cl 7.4753 -6.7244 -12.2661 0.536
H 7.0291 -9.0180 -12.1780 0.011
C -5.6143 -5.0603 9.4335 -1.567
Cl -3.9376 -4.5350 9.5164 0.502
Cl -5.7308 -6.7172 8.8386 0.526
Cl -6.4100 -4.8946 10.9989 0.528
H -6.1256 -4.4172 8.7286 -0.008
C 5.1431 1.6319 -5.1941 -1.558
Cl 4.4511 1.7791 -3.5759 0.503
Cl 4.0770 0.7142 -6.2565 0.517
Cl 5.5109 3.2169 -5.8748 0.527
H 6.0761 1.0925 -5.1046 0.010
C -1.2036 4.0893 -5.9679 -1.559
Cl -1.5935 2.9308 -4.6958 0.497
Cl -2.3140 5.4569 -5.9362 0.535
Cl 0.4682 4.6193 -5.8274 0.530
H -1.3161 3.5849 -6.9187 0.010